C56H54N5O3P2SiW as an isolated structure in a non-equilibrium geometry, computed with wB97M-V/def2-TZVPD.

The geometry in XYZ format:
```
122
Properties=species:S:1:pos:R:3
W -0.309 -0.033 -0.026
C 3.110 -0.563 -1.849
N 3.915 -1.068 -0.756
C 3.367 -1.077 0.585
P 1.607 -1.708 0.614
C 1.649 -2.272 2.373
C 1.316 -3.600 2.625
C 1.397 -4.114 3.913
C 1.816 -3.306 4.963
C 2.154 -1.980 4.720
C 2.075 -1.463 3.430
C 1.570 -3.028 -0.448
C 0.320 -3.070 -1.290
C 0.583 -3.847 -2.566
C 1.652 -4.648 -2.716
C 2.693 -4.784 -1.708
C 2.638 -3.937 -0.639
C 5.183 -1.567 -1.007
C 5.532 -2.027 -2.284
C 6.813 -2.495 -2.539
C 7.778 -2.531 -1.541
C 7.435 -2.082 -0.271
C 6.163 -1.598 -0.003
P 1.992 0.786 -1.247
C 3.265 1.841 -0.457
C 2.909 2.768 0.513
C 3.851 3.610 1.091
C 5.179 3.525 0.702
C 5.551 2.594 -0.260
C 4.606 1.759 -0.839
C 1.655 1.618 -2.839
C 1.135 0.878 -3.906
C 0.844 1.493 -5.116
C 1.065 2.854 -5.277
C 1.588 3.592 -4.225
C 1.887 2.976 -3.015
H 2.496 -1.343 -2.308
H 3.753 -0.142 -2.623
H 3.435 -0.113 1.105
H 3.910 -1.807 1.179
H 0.993 -4.222 1.796
H 1.128 -5.149 4.095
H 1.885 -3.710 5.966
H 2.475 -1.340 5.534
H 2.319 -0.423 3.263
H -0.513 -3.556 -0.756
H -0.160 -3.772 -3.360
H 1.755 -5.206 -3.644
H 3.524 -5.463 -1.849
H 3.473 -3.931 0.062
H 4.782 -2.064 -3.065
H 7.050 -2.856 -3.533
H 8.773 -2.905 -1.745
H 8.172 -2.092 0.524
H 5.933 -1.222 0.986
H 1.889 2.802 0.839
H 3.539 4.317 1.850
H 5.922 4.176 1.146
H 6.587 2.507 -0.566
H 4.939 1.057 -1.589
H 0.938 -0.180 -3.797
H 0.435 0.906 -5.929
H 0.836 3.336 -6.220
H 1.766 4.655 -4.339
H 2.297 3.562 -2.205
O 0.742 1.504 3.697
C 0.205 1.139 2.676
O 0.790 0.596 1.660
C -1.302 1.193 2.519
C -2.103 1.505 3.595
C -3.476 1.392 3.460
C -3.982 0.940 2.257
C -3.107 0.642 1.230
N -1.789 0.786 1.354
H -1.614 1.811 4.510
H -4.137 1.623 4.285
H -5.044 0.802 2.103
H -3.451 0.262 0.283
N -4.887 -5.031 3.286
C -4.143 -4.312 2.770
C -3.236 -3.417 2.127
C -3.280 -3.176 0.733
C -2.391 -2.326 0.151
N -1.418 -1.645 0.839
C -1.398 -1.867 2.204
C -2.251 -2.706 2.850
H -4.011 -3.672 0.108
H -2.440 -2.135 -0.906
H -0.650 -1.343 2.772
H -2.150 -2.827 3.920
C -0.133 -1.640 -1.611
H -1.079 -1.705 -2.148
H 0.569 -1.258 -2.347
C -1.802 0.374 -1.741
C -2.495 1.637 -2.153
C -3.876 1.788 -1.986
C -4.576 2.848 -2.539
C -3.902 3.811 -3.279
C -2.522 3.696 -3.444
C -1.837 2.631 -2.887
C -4.626 4.912 -3.882
N -5.202 5.786 -4.361
H -1.188 0.086 -2.588
H -2.581 -0.390 -1.660
H -4.434 1.024 -1.457
H -5.648 2.928 -2.407
H -1.991 4.441 -4.024
H -0.769 2.550 -3.035
C -0.040 4.133 1.989
Si -0.665 3.604 0.278
C -0.072 4.961 -0.865
C -2.504 3.890 0.446
O -0.165 2.132 -0.233
H 0.172 5.207 1.944
H 0.850 3.633 2.369
H -0.824 3.989 2.741
H -0.404 5.921 -0.450
H -0.495 4.860 -1.870
H 1.017 5.000 -0.952
H -2.635 4.725 1.146
H -3.063 3.036 0.841
H -2.954 4.175 -0.506
```

The net charge is -1. The total energy is -100825.3254 eV. Its expectation value of S² is 2.0235. As for the energy above the lowest of the compared OMol25 structures with the same formula, charge and spin: 0.9813 eV. As for the max |F|: 2.12 eV Å⁻¹. The value obtained for the HOMO-LUMO gap (spin up / spin down) is 4.9 / 4.9 eV. For the HOMO energy (spin up / spin down), the calculation gives -3.19 / -3.36 eV. The multiplicity is 3.

***

C56H58IrNP3SiTe as an isolated structure, computed with wB97M-V/def2-TZVPD.

The geometry in XYZ format:
```
121
Properties=species:S:1:pos:R:3
Ir -0.110 -0.423 0.642
Te 2.066 -4.813 0.467
C 1.153 -5.605 2.204
C 0.102 -6.502 2.086
C -0.542 -6.931 3.241
N -0.210 -6.524 4.462
C 0.818 -5.683 4.568
C 1.531 -5.203 3.479
C 1.117 -2.928 0.492
P -0.439 -2.526 -0.181
C -0.767 -3.289 -1.780
C -0.283 -2.725 -2.957
C -0.412 -3.401 -4.159
C -1.022 -4.648 -4.193
C -1.506 -5.216 -3.023
C -1.383 -4.539 -1.819
C -1.832 -3.058 0.855
C -3.133 -2.910 0.372
C -4.214 -3.256 1.167
C -4.001 -3.754 2.450
C -2.710 -3.895 2.937
C -1.626 -3.544 2.142
P 1.908 -1.415 0.195
C 3.264 -1.087 1.336
C 4.127 -0.018 1.098
C 5.151 0.255 1.990
C 5.335 -0.554 3.106
C 4.488 -1.629 3.336
C 3.443 -1.886 2.462
C 2.726 -1.257 -1.411
C 2.263 -0.475 -2.453
C 2.944 -0.440 -3.664
C 4.081 -1.213 -3.840
C 4.544 -2.015 -2.802
C 3.880 -2.029 -1.588
H -0.233 -6.850 1.117
H -1.372 -7.625 3.174
H 1.086 -5.377 5.574
H 2.358 -4.522 3.634
H 0.192 -1.753 -2.943
H -0.039 -2.950 -5.069
H -1.120 -5.176 -5.132
H -1.982 -6.187 -3.046
H -1.765 -4.994 -0.912
H -3.297 -2.553 -0.640
H -5.221 -3.150 0.784
H -4.846 -4.036 3.065
H -2.541 -4.291 3.930
H -0.617 -3.638 2.526
H 4.011 0.590 0.208
H 5.817 1.088 1.807
H 6.146 -0.349 3.792
H 4.638 -2.263 4.201
H 2.768 -2.712 2.645
H 1.366 0.111 -2.330
H 2.577 0.194 -4.461
H 4.610 -1.193 -4.783
H 5.429 -2.622 -2.937
H 4.266 -2.637 -0.776
C -0.283 1.016 5.311
C 0.457 0.456 4.089
C 1.962 0.653 4.277
C 0.167 -1.048 3.999
P -0.150 1.241 2.492
C -1.937 1.376 2.809
C -2.572 2.489 3.357
C -3.923 2.447 3.667
C -4.656 1.288 3.453
C -4.039 0.176 2.904
C -2.693 0.226 2.573
C 0.602 2.932 2.268
C -0.201 3.637 1.172
C 2.034 2.717 1.750
C 0.674 3.842 3.502
H 0.152 0.570 6.210
H -1.344 0.765 5.294
H -0.191 2.097 5.403
H 2.290 0.015 5.101
H 2.214 1.677 4.541
H 2.535 0.372 3.396
H 0.479 -1.521 4.935
H 0.721 -1.522 3.182
H -0.895 -1.256 3.865
H -2.022 3.395 3.559
H -4.400 3.322 4.090
H -5.708 1.258 3.707
H -4.599 -0.731 2.718
H -2.234 -0.659 2.136
H -0.119 3.104 0.226
H 0.214 4.638 1.023
H -1.257 3.737 1.409
H 2.066 1.960 0.964
H 2.719 2.411 2.538
H 2.398 3.660 1.335
H -0.301 4.164 3.865
H 1.218 4.744 3.212
H 1.214 3.395 4.332
C 0.849 3.711 -4.112
C 1.449 3.478 -2.881
C 0.903 2.547 -2.010
C -0.248 1.831 -2.340
C -0.836 2.080 -3.584
C -0.294 3.007 -4.464
Si -1.170 0.630 -1.225
C -2.730 1.524 -0.684
C -3.871 0.810 -0.312
C -5.056 1.458 0.006
C -5.122 2.843 -0.046
C -4.005 3.573 -0.431
C -2.824 2.918 -0.748
H 1.273 4.436 -4.795
H 2.346 4.018 -2.602
H 1.401 2.356 -1.066
H -1.735 1.545 -3.874
H -0.767 3.181 -5.422
H -1.656 -0.492 -2.074
H -3.843 -0.274 -0.266
H -5.927 0.883 0.292
H -6.046 3.353 0.198
H -4.058 4.652 -0.497
H -1.975 3.503 -1.082
```

The net charge is +1. The total energy is -106376.1542 eV. As for the max |F|: 0.64 eV Å⁻¹. The value obtained for the HOMO-LUMO gap is 6.3 eV. For the HOMO energy, the calculation gives -10.02 eV. The multiplicity is 1.

***

C56H61CrN2O3 as an isolated structure in a non-equilibrium geometry, computed with wB97M-V/def2-TZVPD.

The geometry in XYZ format:
```
123
Properties=species:S:1:pos:R:3
C 3.350 -1.198 -2.577
C 3.344 -2.086 -1.352
C 2.521 -3.345 -1.671
C 4.804 -2.533 -1.143
C 2.848 -1.412 -0.027
C 3.014 -2.243 1.084
C 2.868 -1.764 2.378
C 2.482 -0.452 2.571
C 2.330 0.447 1.509
C 2.334 1.934 2.017
C 2.264 3.084 1.015
C 3.700 2.123 2.703
C 1.206 2.123 3.040
C 2.362 -0.081 0.187
N 1.813 0.680 -0.911
C 0.434 1.150 -0.930
C -0.440 -1.187 -1.332
C -1.099 -1.455 -2.677
C -0.470 -1.125 -3.882
C -1.159 -1.221 -5.096
C -2.489 -1.651 -5.104
C -3.050 -2.168 -3.935
C -2.329 -2.128 -2.741
N 0.355 1.812 -2.189
C -0.784 1.840 -3.014
C -1.997 1.459 -2.399
C -1.988 0.920 -0.971
C -3.218 0.058 -0.658
C -2.081 2.173 -0.094
C -0.693 0.166 -0.652
C -3.218 1.743 -3.010
C -3.238 2.407 -4.232
C -2.038 2.806 -4.814
C -0.803 2.334 -4.359
C 0.344 2.430 -5.427
C -0.231 2.043 -6.807
C 1.531 1.485 -5.246
C 0.812 3.889 -5.497
C 1.621 2.332 -2.412
C 2.501 1.621 -1.669
H 3.905 -0.277 -2.403
H 3.861 -1.732 -3.386
H 2.339 -0.976 -2.924
H 2.618 -4.107 -0.889
H 1.455 -3.116 -1.799
H 2.888 -3.779 -2.613
H 4.910 -3.271 -0.342
H 5.187 -2.986 -2.065
H 5.424 -1.663 -0.900
H 3.286 -3.293 0.959
H 3.004 -2.417 3.236
H 2.286 -0.127 3.597
H 1.268 3.247 0.578
H 2.502 4.003 1.575
H 3.020 2.995 0.229
H 3.910 1.370 3.470
H 4.486 2.062 1.940
H 3.746 3.112 3.171
H 1.392 1.584 3.978
H 1.103 3.189 3.292
H 0.241 1.774 2.643
H 0.648 -1.248 -1.441
H 0.588 -0.861 -3.859
H -0.659 -0.958 -6.030
H -3.082 -1.587 -6.019
H -4.056 -2.580 -3.929
H -2.733 -2.583 -1.835
H -3.502 -0.594 -1.488
H -3.042 -0.564 0.227
H -4.082 0.694 -0.431
H -1.290 2.896 -0.338
H -3.038 2.681 -0.294
H -2.027 1.913 0.973
H 0.391 1.898 -0.118
H -0.654 -0.002 0.443
H -0.731 -1.989 -0.634
H -4.159 1.492 -2.514
H -4.187 2.613 -4.730
H -2.078 3.439 -5.704
H -1.007 2.735 -7.159
H 0.581 2.054 -7.548
H -0.650 1.026 -6.772
H 2.310 1.872 -4.585
H 1.182 0.512 -4.892
H 2.012 1.318 -6.221
H 1.180 4.246 -4.527
H 1.622 3.993 -6.231
H -0.017 4.542 -5.800
H 1.800 3.133 -3.117
H 3.583 1.639 -1.724
O -5.182 0.627 7.167
C -4.025 0.606 7.050
Cr -2.132 0.356 7.064
C -2.525 -1.466 6.740
O -2.882 -2.571 6.643
C -2.450 -0.053 8.904
O -2.798 -0.375 9.967
C -1.275 2.336 7.206
C -1.909 2.189 5.967
C -1.616 1.083 5.156
C -0.554 0.202 5.481
C -0.207 -0.840 4.547
C -0.145 -1.765 3.730
C 0.107 -2.862 2.961
C -0.903 -3.556 2.238
C -0.731 -4.927 1.911
C -1.728 -5.613 1.231
C -2.895 -4.943 0.828
C -3.079 -3.591 1.152
C -2.105 -2.901 1.875
C -0.036 0.282 6.798
C -0.338 1.377 7.621
H -1.536 3.174 7.862
H -2.668 2.901 5.637
H -2.161 0.909 4.224
H 1.089 -3.343 2.992
H 0.176 -5.432 2.249
H -1.606 -6.675 1.018
H -3.655 -5.472 0.249
H -3.991 -3.072 0.857
H -2.253 -1.870 2.203
H 0.643 -0.503 7.146
H 0.128 1.458 8.606
```

The net charge is +2. The total energy is -96588.0867 eV. Its expectation value of S² is 3.8500. As for the max |F|: 4.70 eV Å⁻¹. The value obtained for the HOMO-LUMO gap (spin up / spin down) is 6.9 / 5.3 eV. For the HOMO energy (spin up / spin down), the calculation gives -12.03 / -12.60 eV. The multiplicity is 4.